C3H2O3S | ωB97M-V with the def2-TZVPD basis set

Calculated values
DFT total energy in eV: -20121.14739
ΔE to the lowest compared entry with this formula, charge and spin in eV: 0.347
SMILES string: O=C1COC(=O)S1
Gap between HOMO and LUMO in eV: 11.1

Cartesian coordinates (Å):
O (0.382, 1.909, 1.536)
C (0.286, 0.936, 0.839)
C (1.223, -0.258, 0.874)
O (0.835, -1.230, -0.071)
C (-0.245, -0.952, -0.814)
O (-0.678, -1.691, -1.648)
S (-0.960, 0.649, -0.406)
H (1.193, -0.711, 1.885)
H (2.258, 0.060, 0.673)

***

C44H45BaN10O6S5 | ωB97M-V with the def2-TZVPD basis set

Calculated values
DFT total energy in eV: -128416.81545
Total charge: -1
ΔE to the lowest compared entry with this formula, charge and spin in eV: 0.000
Gap between HOMO and LUMO in eV: 7.1

Cartesian coordinates (Å):
Ba (-21.748, -15.817, 6.432)
C (-24.762, -12.951, 8.601)
C (-23.789, -12.439, 9.680)
S (-22.056, -12.869, 9.364)
C (-21.590, -13.460, 11.003)
C (-22.368, -14.669, 11.531)
S (-22.367, -16.081, 10.388)
C (-24.136, -16.463, 10.353)
C (-25.067, -15.351, 9.880)
S (-24.687, -14.714, 8.230)
H (-24.502, -12.438, 7.683)
H (-25.767, -12.655, 8.894)
H (-24.083, -12.797, 10.666)
H (-23.914, -11.348, 9.708)
H (-21.656, -12.645, 11.730)
H (-20.531, -13.738, 10.920)
H (-23.398, -14.364, 11.746)
H (-21.912, -14.978, 12.478)
H (-24.486, -16.755, 11.354)
H (-24.233, -17.337, 9.706)
H (-25.068, -14.519, 10.589)
H (-26.079, -15.758, 9.869)
C (-27.664, -16.357, 0.212)
O (-26.948, -16.648, 1.393)
C (-26.479, -17.943, 1.470)
C (-26.809, -18.982, 0.625)
C (-26.271, -20.248, 0.868)
C (-25.409, -20.449, 1.929)
C (-25.047, -19.402, 2.758)
C (-25.611, -18.154, 2.540)
N (-25.392, -17.021, 3.338)
C (-24.632, -16.982, 4.492)
N (-24.917, -17.973, 5.356)
C (-24.292, -18.508, 6.561)
C (-23.147, -18.017, 7.165)
C (-22.681, -18.814, 8.245)
C (-23.297, -19.961, 8.718)
C (-24.491, -20.385, 8.109)
C (-24.943, -19.668, 7.032)
O (-26.058, -19.988, 6.295)
C (-26.703, -21.218, 6.587)
N (-23.738, -16.068, 4.683)
C (-23.534, -15.036, 3.740)
C (-22.333, -14.850, 3.077)
C (-22.110, -13.754, 2.232)
C (-23.108, -12.813, 2.033)
C (-24.323, -12.957, 2.704)
C (-24.520, -14.042, 3.546)
O (-25.638, -14.282, 4.256)
C (-26.770, -13.486, 4.002)
H (-27.889, -15.285, 0.230)
H (-28.611, -16.888, 0.164)
H (-27.080, -16.616, -0.678)
H (-27.469, -18.816, -0.208)
H (-26.524, -21.066, 0.203)
H (-24.964, -21.420, 2.092)
H (-24.317, -19.569, 3.544)
H (-25.544, -16.143, 2.889)
H (-25.716, -18.514, 5.076)
H (-21.767, -18.511, 8.738)
H (-22.878, -20.511, 9.548)
H (-24.995, -21.255, 8.485)
H (-27.503, -21.334, 5.872)
H (-27.120, -21.239, 7.594)
H (-26.005, -22.050, 6.515)
H (-21.567, -15.598, 3.193)
H (-21.131, -13.653, 1.768)
H (-22.925, -11.982, 1.373)
H (-25.104, -12.210, 2.603)
H (-27.579, -13.908, 4.604)
H (-27.044, -13.530, 2.947)
H (-26.607, -12.445, 4.294)
S (-22.510, -11.828, 5.878)
C (-21.047, -11.095, 6.417)
N (-21.053, -10.240, 7.471)
C (-19.969, -9.656, 8.038)
C (-18.726, -9.840, 7.527)
C (-18.640, -10.714, 6.419)
C (-19.752, -11.313, 5.878)
H (-21.953, -10.124, 7.915)
H (-20.168, -9.048, 8.905)
H (-17.854, -9.410, 8.006)
H (-17.690, -10.936, 5.989)
H (-19.696, -11.960, 5.014)
N (-20.017, -17.429, 5.073)
C (-19.619, -18.377, 4.510)
N (-19.112, -19.321, 3.811)
C (-19.476, -20.578, 3.745)
N (-19.688, -21.708, 3.574)
O (-14.987, -9.479, 9.483)
S (-13.714, -10.134, 9.731)
O (-12.554, -9.328, 9.411)
O (-13.636, -10.868, 10.993)
C (-13.720, -11.531, 8.550)
N (-12.570, -12.022, 8.086)
C (-12.678, -13.139, 7.372)
C (-13.871, -13.797, 7.162)
C (-15.011, -13.191, 7.668)
N (-14.921, -12.050, 8.344)
C (-16.414, -13.737, 7.559)
C (-17.445, -13.108, 8.271)
C (-18.740, -13.571, 8.159)
N (-19.089, -14.646, 7.434)
C (-18.091, -15.278, 6.783)
C (-16.766, -14.864, 6.834)
H (-11.775, -13.552, 6.942)
H (-13.935, -14.712, 6.600)
H (-17.207, -12.239, 8.864)
H (-19.538, -13.030, 8.676)
H (-18.335, -16.194, 6.223)
H (-16.027, -15.408, 6.284)

***

| no. | molar mass (g/mol) |
| --- | --- |
| 1 | 118.1 |
| 2 | 1107.6 |